Entry 1:
C53H55AsGaIN3P2SiTe | wB97M-V/def2-TZVPD

Values from the calculation:
E_tot: -215380.968 eV
2S+1: 1
Kohn-Sham gap: 6.92 eV
charge: +1

Cartesian coordinates (Å):
Ga1 -2.975 -13.857 20.558
Te1 0.266 -10.784 23.530
C1 -0.915 -9.356 24.555
C2 -1.809 -9.578 25.611
C3 -2.145 -8.516 26.421
N1 -1.831 -7.227 26.193
C4 -1.001 -7.033 25.153
C5 -0.518 -8.065 24.360
C6 -1.171 -11.987 22.390
P1 -2.034 -13.358 22.998
C7 -0.982 -14.626 23.869
C8 -0.861 -14.671 25.271
C9 -0.216 -15.796 25.859
C10 0.406 -16.737 25.030
C11 0.270 -16.681 23.634
C12 -0.420 -15.619 23.074
C13 -3.327 -12.966 24.172
C14 -3.980 -13.950 24.905
C15 -5.089 -13.591 25.660
C16 -5.484 -12.241 25.773
C17 -4.793 -11.294 25.063
C18 -3.735 -11.666 24.234
P2 -1.172 -12.016 20.657
C19 -1.398 -10.531 19.636
C20 -1.608 -10.737 18.290
C21 -1.622 -9.573 17.436
C22 -1.536 -8.302 17.924
C23 -1.539 -8.072 19.306
C24 -1.439 -9.178 20.149
C25 0.595 -12.483 20.131
C26 1.452 -12.880 21.226
C27 2.817 -13.097 20.980
C28 3.316 -12.916 19.706
C29 2.486 -12.440 18.657
C30 1.101 -12.275 18.857
H1 -2.164 -10.556 25.929
H2 -2.784 -8.558 27.296
H3 -0.622 -6.035 24.985
H4 0.320 -7.828 23.661
H5 -1.355 -13.885 25.851
H6 -0.158 -15.632 26.939
H7 0.805 -17.675 25.403
H8 0.751 -17.376 22.971
H9 -0.632 -15.443 22.039
H10 -3.667 -15.004 24.868
H11 -5.620 -14.353 26.303
H12 -6.290 -11.988 26.389
H13 -5.036 -10.293 25.002
H14 -3.277 -10.894 23.615
H15 -1.658 -11.754 17.856
H16 -1.738 -9.729 16.349
H17 -1.418 -7.481 17.176
H18 -1.595 -7.078 19.752
H19 -1.399 -8.942 21.178
H20 1.137 -13.040 22.200
H21 3.468 -13.228 21.826
H22 4.414 -12.934 19.444
H23 2.868 -12.303 17.651
H24 0.464 -11.992 18.008
C31 -5.476 -14.982 17.837
As1 -4.458 -13.342 18.001
C32 -3.468 -13.213 16.346
C33 -5.916 -12.082 17.883
C34 -6.980 -12.491 16.830
C35 -6.726 -12.166 15.526
C36 -7.668 -12.501 14.558
C37 -8.805 -13.112 14.880
C38 -9.108 -13.406 16.228
C39 -8.142 -13.154 17.183
H25 -4.744 -15.820 17.778
H26 -6.139 -15.013 17.036
H27 -6.036 -15.173 18.813
H28 -3.698 -12.377 15.763
H29 -3.515 -14.018 15.681
H30 -2.457 -13.091 16.582
H31 -5.449 -11.153 17.634
H32 -6.389 -11.965 18.847
H33 -5.853 -11.604 15.170
H34 -7.325 -12.453 13.501
H35 -9.375 -13.630 14.121
H36 -9.975 -13.902 16.513
H37 -8.424 -13.405 18.190
C40 -3.555 -16.933 22.454
Si1 -2.917 -17.230 20.698
C41 -4.357 -18.337 20.064
C42 -1.266 -18.130 20.693
N2 -2.748 -15.655 19.962
C43 -1.963 -15.795 18.776
C44 -2.344 -16.507 17.609
C45 -1.565 -16.391 16.490
C46 -0.418 -15.580 16.445
C47 -0.009 -14.913 17.547
C48 -0.743 -15.108 18.749
H38 -3.475 -15.849 22.718
H39 -3.071 -17.497 23.283
H40 -4.615 -17.173 22.440
H41 -4.300 -19.372 20.523
H42 -4.295 -18.433 18.999
H43 -5.318 -18.020 20.386
H44 -1.082 -18.580 19.738
H45 -1.214 -18.873 21.460
H46 -0.534 -17.339 20.854
H47 -3.289 -17.026 17.643
H48 -1.692 -16.941 15.582
H49 0.136 -15.434 15.564
H50 0.846 -14.286 17.436
H51 -0.321 -14.603 19.580
I1 -4.643 -10.797 21.124
C49 -5.631 -12.664 21.638
C50 -6.854 -12.785 22.232
C51 -7.410 -14.061 22.422
C52 -6.798 -15.160 21.928
C53 -5.592 -14.962 21.320
N3 -5.017 -13.761 21.170
H52 -7.453 -11.939 22.532
H53 -8.327 -14.057 23.017
H54 -7.291 -16.144 22.013
H55 -4.936 -15.770 20.928

Entry 2:
C53H55BrFN4O3P2ScSi | wB97M-V/def2-TZVPD

Values from the calculation:
E_tot: -187876.516 eV
2S+1: 1
Kohn-Sham gap: 7.77 eV

Cartesian coordinates (Å):
Sc1 0.170 -0.265 0.872
O1 -0.396 3.146 0.647
C1 -1.297 3.499 1.605
C2 -1.133 4.650 2.364
C3 -2.086 5.007 3.306
C4 -3.211 4.221 3.492
C5 -3.359 3.066 2.736
C6 -2.415 2.679 1.796
C7 -2.560 1.359 1.059
O2 -1.513 0.508 1.285
N1 -2.681 1.653 -0.374
N2 -2.731 0.618 -1.204
C8 -2.962 0.813 -2.446
C9 -2.897 -0.284 -3.405
Br1 -2.250 -1.929 -2.709
C10 -3.183 -0.211 -4.707
C11 -3.746 0.955 -5.408
C12 -3.281 1.257 -6.690
C13 -3.779 2.342 -7.391
C14 -4.766 3.140 -6.828
C15 -5.257 2.834 -5.568
C16 -4.757 1.748 -4.865
H1 0.432 3.617 0.786
H2 -0.255 5.268 2.208
H3 -1.944 5.907 3.891
H4 -3.959 4.495 4.224
H5 -4.222 2.428 2.892
H6 -3.486 0.877 1.414
H7 -3.103 2.529 -0.652
H8 -3.140 1.810 -2.852
H9 -2.962 -1.073 -5.326
H10 -2.510 0.635 -7.131
H11 -3.396 2.565 -8.379
H12 -5.161 3.986 -7.376
H13 -6.043 3.437 -5.130
H14 -5.175 1.496 -3.898
C17 0.572 1.190 -2.179
Si1 2.177 1.529 -1.249
C18 3.635 0.744 -2.168
C19 2.501 3.384 -1.207
N3 1.896 0.942 0.350
C20 2.708 1.334 1.400
C21 4.091 1.568 1.332
C22 4.821 1.960 2.447
C23 4.208 2.129 3.679
C24 2.838 1.908 3.790
C25 2.146 1.529 2.669
F1 0.797 1.326 2.757
H15 0.054 2.121 -2.420
H16 -0.139 0.646 -1.544
H17 0.689 0.614 -3.099
H18 4.107 1.483 -2.821
H19 3.340 -0.089 -2.811
H20 4.404 0.364 -1.494
H21 2.861 3.738 -2.177
H22 3.249 3.653 -0.458
H23 1.582 3.935 -0.986
H24 4.598 1.433 0.384
H25 5.885 2.132 2.346
H26 4.780 2.428 4.547
H27 2.307 2.026 4.726
N4 -2.531 -3.391 1.939
C26 -1.473 -2.576 1.789
O3 -1.181 -2.127 0.677
C27 -0.678 -2.205 3.017
C28 0.664 -1.600 2.617
H28 -3.056 -3.662 1.125
H29 -2.732 -3.811 2.827
H30 -0.625 -3.090 3.667
H31 -1.285 -1.467 3.554
H32 1.366 -2.398 2.348
H33 1.103 -1.078 3.470
C29 1.661 -2.493 -2.563
P1 1.443 -2.636 -0.732
C30 3.113 -2.987 -0.073
C31 3.721 -4.241 -0.102
C32 5.004 -4.413 0.390
C33 5.700 -3.332 0.917
C34 5.104 -2.083 0.958
C35 3.814 -1.913 0.467
C36 0.555 -4.217 -0.481
C37 -0.327 -4.732 -1.426
C38 -1.077 -5.869 -1.158
C39 -0.968 -6.503 0.069
C40 -0.105 -5.992 1.028
C41 0.646 -4.858 0.757
P2 2.898 -3.525 -3.474
C42 1.869 -5.018 -3.785
C43 0.717 -4.982 -4.572
C44 -0.082 -6.105 -4.709
C45 0.263 -7.285 -4.058
C46 1.412 -7.339 -3.288
C47 2.217 -6.212 -3.163
C48 2.805 -2.733 -5.128
C49 1.885 -1.755 -5.502
C50 1.914 -1.203 -6.776
C51 2.857 -1.627 -7.700
C52 3.778 -2.601 -7.341
C53 3.756 -3.140 -6.065
H34 1.947 -1.448 -2.709
H35 0.666 -2.571 -3.008
H36 3.186 -5.089 -0.502
H37 5.464 -5.393 0.362
H38 6.700 -3.469 1.308
H39 5.625 -1.235 1.384
H40 3.341 -0.938 0.519
H41 -0.426 -4.268 -2.397
H42 -1.742 -6.260 -1.919
H43 -1.549 -7.393 0.278
H44 -0.011 -6.478 1.991
H45 1.316 -4.473 1.516
H46 0.437 -4.062 -5.073
H47 -0.975 -6.062 -5.319
H48 -0.361 -8.163 -4.164
H49 1.688 -8.259 -2.788
H50 3.124 -6.258 -2.571
H51 1.128 -1.412 -4.805
H52 1.193 -0.440 -7.045
H53 2.877 -1.199 -8.694
H54 4.523 -2.934 -8.053
H55 4.492 -3.886 -5.785